DFT (ωB97M-V/def2-TZVPD) results for a cluster of 2 separate species, CH3FOS in total in a non-equilibrium geometry.

Computed properties:
- DFT total energy: -613.0521 Ha
- Net charge: 0
- Kohn-Sham gap (spin up / spin down): 0.26528 / 0.28924 Eh
- E_HOMO (spin up / spin down): -7.8 / -8.1 eV

Last column: Mulliken charge in e.
Cartesian coordinates (Å):
C 0.516 0.607 -0.905  0.09
O -0.896 0.073 0.596  -0.47
F -0.056 0.747 -2.044  -0.15
S -0.328 -0.759 1.791  -0.05
H 0.879 1.576 -0.538  0.24
H 1.049 -0.384 -0.634  0.21
H -1.164 -1.861 1.734  0.12